C2Br4S2 | ωB97M-V with the def2-TZVPD basis set

Values from the calculation:
- ΔE to the lowest compared entry with this formula, charge and spin (kJ/mol) = 40.5
- LUMO energy (eV) = -1.06
- energy (hartree) = -11168.58458
- HOMO energy (eV) = -9.47
- Kohn-Sham gap (Eh) = 0.3091

```
8
Properties=species:S:1:pos:R:3:lowdin_charge:R:1
C 1.76 0.88 0.41 -1.780
C -1.81 -0.91 -0.30 -1.841
S 1.31 -0.63 0.72 0.588
S -2.08 0.21 0.82 0.592
Br 1.53 1.73 -1.27 0.608
Br 2.57 2.02 1.69 0.621
Br -1.58 -0.53 -2.14 0.603
Br -1.70 -2.77 0.07 0.609
```


C2Br6 | ωB97M-V with the def2-TZVPD basis set

Values from the calculation:
- ΔE to the lowest compared entry with this formula, charge and spin (kJ/mol) = 0.0
- LUMO energy (eV) = -0.68
- energy (hartree) = -15520.23958
- HOMO energy (eV) = -9.87
- Kohn-Sham gap (Eh) = 0.3378

```
8
Properties=species:S:1:pos:R:3:lowdin_charge:R:1
Br -2.01 0.51 0.93 0.622
Br 0.06 -1.71 1.70 0.584
Br 1.27 1.32 1.48 0.574
Br 1.70 -0.94 -1.08 0.602
Br 0.23 1.87 -1.48 0.552
Br -1.17 -1.09 -1.61 0.634
C -0.13 0.05 0.79 -1.707
C 0.07 -0.01 -0.72 -1.862
```


C2BrClFIO | ωB97M-V with the def2-TZVPD basis set

Values from the calculation:
- ΔE to the lowest compared entry with this formula, charge and spin (kJ/mol) = 263.9
- LUMO energy (eV) = -0.91
- energy (hartree) = -3583.10136
- HOMO energy (eV) = -9.50
- Kohn-Sham gap (Eh) = 0.3159

```
7
Properties=species:S:1:pos:R:3:lowdin_charge:R:1
C -1.81 -0.51 0.16 -1.319
C 2.10 1.01 -0.38 -0.607
O -2.21 -0.74 1.25 -0.030
F 1.31 0.94 0.64 -0.130
Cl -0.79 -1.52 -0.83 0.633
Br -2.24 1.18 -0.57 0.720
I 3.65 -0.36 -0.26 0.732
```